[1]
ORCA calculation (ωB97M-V/def2-TZVPD) on the molecule C14H20BrNO.

- lowest unoccupied orbital energy (eV) = 0.8018
- structure (SMILES) = COc1ccc(Br)cc1CN1CCCCCC1
- energy above the lowest of the compared OMol25 structures with the same formula, charge and spin (eV) = 1.412
- HOMO (Ha) = -0.300

```
37
Properties=species:S:1:pos:R:3:forces:R:3:mulliken_charge:R:1
Br 4.3441 0.5469 -3.3788 -0.079 -0.063 0.134 -0.22
O 1.5715 -1.6178 1.5158 -0.030 0.247 -0.069 -0.31
N -0.5031 0.2316 0.3826 0.042 0.074 -0.043 0.26
C -2.3559 0.0814 -1.3223 0.129 0.285 -0.088 -0.90
C 1.8715 0.0733 -0.0762 0.028 -0.068 0.170 0.41
C 2.2204 -1.2032 0.4006 0.123 0.157 -0.255 0.52
C -0.8949 0.3962 -1.0081 0.069 -0.319 -0.181 -0.57
C -3.2934 1.2703 -1.1063 -0.172 -0.214 0.172 -0.61
C -2.3138 1.8216 1.1884 -0.143 -0.259 0.097 -0.56
C 3.8237 -1.4282 -1.3869 -0.005 0.251 -0.179 -0.68
C -3.5746 1.5964 0.3579 0.151 0.248 -0.168 -0.74
C 1.8377 -2.9042 2.0178 0.057 -0.195 0.100 -0.99
C 3.4796 -0.1713 -1.8392 0.193 -0.030 -0.226 -0.19
C 0.7883 0.8473 0.6260 -0.007 -0.136 0.063 -1.08
C -1.5082 0.5260 1.3815 -0.082 0.131 0.099 -1.07
C 3.1937 -1.9410 -0.2650 -0.197 -0.138 0.311 -0.54
C 2.5093 0.5772 -1.1929 0.088 -0.116 0.048 -0.29
H 2.2495 1.5578 -1.5628 -0.055 0.090 -0.015 0.43
H -1.6854 2.5808 0.7190 0.065 0.125 0.025 0.33
H 0.9852 0.8131 1.6998 -0.036 0.093 -0.037 0.50
H 0.8232 1.9014 0.2932 0.012 -0.068 0.053 0.46
H -2.6085 2.2006 2.1695 0.046 0.058 0.008 0.37
H -0.9960 0.5511 2.3459 -0.028 -0.070 -0.032 0.44
H 1.1870 -3.0208 2.8831 0.065 -0.043 -0.050 0.25
H -4.2460 1.0603 -1.5996 0.005 0.073 -0.057 0.34
H -0.2543 -0.2781 -1.5896 -0.065 0.186 -0.055 0.39
H 2.8810 -3.0077 2.3348 -0.042 0.000 -0.032 0.36
H 1.6016 -3.6801 1.2829 0.020 0.037 0.009 0.40
H -4.1464 0.7797 0.8063 -0.058 -0.014 0.047 0.31
H -4.1980 2.4935 0.3988 -0.076 -0.054 0.034 0.33
H -0.6810 1.4228 -1.3606 0.011 -0.016 -0.022 0.40
H -2.2048 -0.3182 1.4174 -0.043 0.056 0.126 0.47
H 3.4767 -2.9229 0.0791 0.001 -0.088 0.072 0.40
H 4.5769 -2.0077 -1.8980 0.049 -0.028 -0.035 0.40
H -2.6866 -0.7794 -0.7421 -0.041 -0.146 -0.021 0.36
H -2.4081 -0.1965 -2.3779 0.015 -0.073 0.053 0.34
H -2.8614 2.1481 -1.5944 -0.009 0.028 -0.059 0.30
```
Positions in Å, forces in eV/Å.



[2]
ORCA calculation (ωB97M-V/def2-TZVPD) on a cluster of 8 separate species, C50H77F9O23S2 in total at a distorted geometry.

- lowest unoccupied orbital energy (eV) = 0.2786
- structure (SMILES) = CCCOC[C@]1(CCCCS(=O)(=O)O)OS(=O)(=O)O[C@]1(CCCCCOC)CCC(F)(F)C(F)(F)C(F)(F)C(F)(F)F.O=C1CCCO1.O=C1CCCO1.O=C1CCCO1.O=C1CCCO1.O=C1CCCO1.O=C1CCCO1.O=C1CCCO1
- energy above the lowest of the compared OMol25 structures with the same formula, charge and spin (eV) = 0.000
- HOMO (Ha) = -0.329

```
161
Properties=species:S:1:pos:R:3:forces:R:3:mulliken_charge:R:1
S 3.1956 1.6041 0.2690 0.636 0.576 0.088 1.39
S 2.7154 -4.3852 -3.7604 -1.320 -0.426 -0.642 1.15
F -2.1481 -1.1926 2.3230 -1.173 -0.729 -1.041 -0.21
F -4.4362 -0.6117 -0.2496 0.702 0.010 0.261 -0.32
F -2.7929 0.6334 0.5357 -0.212 -1.064 -0.169 -0.14
F -0.4108 -0.6391 0.3503 -0.266 0.033 -0.411 -0.29
F -0.6619 -2.6625 -0.4620 -0.090 0.315 0.176 -0.32
F -2.4802 -0.1319 -1.9860 0.145 -0.381 0.561 -0.31
F -4.3211 -1.4567 2.0798 1.244 -0.229 -0.431 -0.30
F -2.9550 -2.8645 1.0777 -0.054 1.169 0.571 -0.13
F -2.8180 -2.2516 -1.5531 0.108 0.804 0.376 -0.23
O 2.2065 -1.4345 -0.1680 0.356 -0.207 -0.230 0.30
O 0.5213 -6.0575 5.7506 -0.117 -0.252 -0.170 -0.72
O 3.4219 3.0103 0.3680 -0.154 -0.362 -0.086 -0.72
O -0.3849 5.2688 0.6995 0.102 0.060 0.033 -0.27
O 2.6162 -2.4996 4.9199 0.228 0.095 0.275 -0.63
O 3.5473 0.7990 1.3879 -0.087 -0.086 -0.244 -0.74
O 1.7171 1.2605 -0.1750 -0.062 -0.438 -0.055 -0.10
O -0.2205 7.1373 4.9859 -0.169 0.061 -0.072 -0.60
O -5.7386 -12.6468 0.3757 -0.018 -0.061 -0.109 -0.35
O 0.9460 11.6927 -2.0292 0.013 0.115 -0.047 -0.36
O 0.8012 5.2422 4.3941 0.064 -0.074 0.006 -0.30
O -0.9593 -5.2727 4.2772 -0.102 -0.041 -0.084 -0.29
O -4.6383 -6.6232 -2.5688 -0.041 0.062 0.087 -0.38
O 4.1949 -4.0188 4.5240 0.128 -0.109 -0.041 -0.34
O 3.8750 -4.3289 -2.6899 0.310 -0.078 0.037 -0.51
O -4.1715 -8.6232 -3.4431 -0.124 -0.181 0.027 -0.61
O 3.9330 1.1102 -1.0803 -0.611 0.225 0.598 -0.68
O -2.7881 8.3721 -4.9663 -0.077 0.094 -0.018 -0.38
O 1.5255 -3.8497 -3.1467 0.333 0.095 0.288 -0.50
O 2.6500 -5.6980 -4.3202 0.305 0.260 0.086 -0.66
O -0.0738 9.7198 -2.2642 0.010 -0.096 -0.206 -0.57
O -1.7457 6.5171 -4.2890 -0.156 -0.128 -0.020 -0.61
O -6.0901 -11.5002 2.2623 -0.101 -0.064 0.125 -0.57
C 4.6434 -5.2565 5.1055 0.031 -0.111 0.067 -0.43
C 2.9920 0.2387 -1.8137 1.322 -0.209 -0.042 2.42
C -3.8010 -7.6392 -2.8744 0.247 0.087 -0.167 0.47
C 0.7914 6.5253 4.8159 0.139 0.060 0.212 0.54
C 0.9502 3.4633 -1.4826 0.275 0.634 -0.451 -0.20
C -2.4381 9.5881 -5.6500 0.109 0.088 -0.036 -0.56
C -5.8253 -11.5056 1.0980 0.210 0.203 0.014 0.45
C 0.8538 12.8275 -1.1480 -0.063 0.106 0.089 -0.47
C -0.1302 5.7636 -1.6204 0.103 -0.403 -0.025 -0.02
C 2.9590 -4.3392 6.4963 0.481 -0.077 0.126 0.06
C -5.6528 -10.8934 -1.1960 0.057 0.095 0.075 -0.21
C -3.1200 -1.5683 1.4475 -0.139 0.104 0.958 0.52
C -0.8851 11.3127 -0.6055 0.035 0.454 -0.182 -0.44
C -1.6550 -5.2727 6.5181 -0.337 -0.139 -0.275 -0.50
C -0.7767 -1.3271 -0.7593 0.352 -0.661 0.051 1.18
C 2.8941 -0.9076 -4.1148 0.959 -0.065 0.038 -0.33
C -0.0050 10.7820 -1.7215 -0.040 -0.133 0.370 0.55
C 2.7498 -2.1386 0.9608 -0.618 -0.106 0.036 -0.97
C -0.5777 12.8107 -0.6240 -0.040 -0.130 0.025 -0.48
C 4.2387 -5.1754 6.5709 -0.112 0.069 0.080 -0.66
C -0.4609 8.3313 -5.2922 -0.126 0.376 0.158 -0.42
C 3.9155 -1.9845 -4.4919 -0.246 0.032 -0.223 -0.87
C 0.5500 4.6318 -2.3814 -0.474 -0.464 -0.011 -1.01
C -1.0742 5.3004 -0.5319 -0.157 0.481 0.129 -0.97
C 1.7616 2.4445 -2.2599 -0.216 -0.480 -0.103 -1.52
C 3.5106 0.1995 -3.2423 -0.197 -0.247 -0.062 -2.18
C 0.4400 0.4113 -2.2179 0.100 -0.971 1.088 -2.14
C -3.1409 -0.6380 0.1904 -0.765 0.462 -0.268 0.37
C 3.0400 5.9584 4.2878 -0.040 0.131 0.079 -0.51
C 0.8217 -2.6144 2.5416 -0.143 -0.614 -0.141 -0.09
C -2.3007 -1.0970 -1.0325 0.035 -0.087 -0.412 0.56
C -2.3925 -7.2988 -2.4211 -0.201 0.214 0.399 -0.46
C -1.1544 4.7767 1.7730 0.126 -0.259 0.161 -0.71
C 1.7853 -3.1771 1.4915 0.195 0.148 0.302 -0.75
C -2.2534 -4.6396 4.3213 -0.149 0.073 0.037 -0.08
C -3.9067 -5.5319 -1.9786 0.155 0.100 0.085 -0.27
C -2.8849 -5.1093 5.6264 0.091 -0.015 0.082 -0.63
C 3.2316 -3.2414 -5.0138 0.493 -0.105 0.148 -1.11
C 0.0772 -1.0577 -1.9697 -0.537 0.549 -0.319 -0.35
C -5.5061 -10.3144 0.2103 -0.228 -0.220 -0.358 -0.31
C 3.1790 -1.1344 -1.1470 -0.584 -0.219 0.495 -1.23
C -1.6885 7.6062 -4.7771 0.207 -0.048 -0.142 0.61
C -0.9478 9.7737 -5.3895 0.042 0.008 -0.129 0.10
C 2.2161 6.9973 5.0503 0.167 -0.253 -0.394 -0.43
C 2.1461 4.7279 4.3732 0.144 -0.052 -0.080 -0.20
C 3.1964 -3.4870 5.2690 -0.214 -0.018 0.028 0.61
C -2.6300 -6.1577 -1.4314 0.101 -0.043 -0.099 0.01
C -5.3007 -12.3569 -0.9662 0.014 0.082 -0.082 -0.46
C -0.5645 -5.6043 5.5181 0.080 0.193 0.290 0.56
C 1.7080 0.9999 -1.6229 -0.474 1.797 -0.520 2.08
H -1.2367 13.3124 -1.3334 0.009 0.024 -0.010 0.26
H -1.8066 -5.4504 -1.3546 -0.026 0.037 -0.056 -0.04
H -1.7578 -6.0695 7.2483 0.154 0.052 0.115 0.36
H 2.4118 -3.9195 1.9783 0.071 -0.258 0.086 0.68
H 1.3977 4.9900 -2.9583 0.252 0.195 -0.005 0.32
H 3.4648 -4.1606 -1.8313 -0.013 0.038 0.266 0.38
H 4.5628 -1.6217 -5.2826 0.170 0.173 -0.142 0.48
H -0.4504 10.3672 -6.1544 -0.047 -0.048 -0.071 0.40
H 3.8427 -3.7962 -5.7127 0.233 -0.201 -0.035 0.42
H 4.0365 5.7911 4.6905 -0.023 -0.046 0.053 0.36
H 2.3487 8.0058 4.6710 -0.088 0.100 0.160 0.30
H 1.3027 2.4149 -3.2431 0.123 -0.250 -0.359 0.37
H 4.1515 -1.1018 -0.6730 0.385 0.104 -0.022 1.00
H -1.5277 4.3335 -0.7502 -0.028 -0.292 -0.095 0.38
H 2.7793 2.7817 -2.4030 0.254 0.142 0.154 0.86
H -1.9284 11.0888 -0.8047 0.004 -0.201 0.067 0.28
H 3.6775 -2.6341 0.6870 0.332 0.106 -0.155 0.46
H -0.5493 -1.3590 -2.8039 -0.050 -0.182 -0.282 0.72
H 4.1062 -6.1510 7.0333 -0.040 -0.037 -0.072 0.36
H 4.1520 -6.0800 4.5839 -0.046 0.004 0.017 0.27
H -0.5788 10.8391 0.3280 -0.041 -0.076 -0.002 0.28
H -4.5212 -5.0704 -1.2099 -0.118 -0.055 -0.050 0.26
H 3.2230 -1.9346 -1.8812 -0.189 -0.098 -0.307 -1.39
H 5.7180 -5.3398 4.9630 0.009 0.097 -0.097 0.32
H -2.6648 9.4676 -6.7119 0.001 -0.043 -0.001 0.27
H -1.3868 -4.3423 7.0211 0.063 -0.024 0.049 0.26
H 2.0753 -4.9603 6.3328 0.161 0.178 0.014 -0.16
H -0.1831 -2.9750 2.3536 -0.273 0.045 0.026 -0.54
H -2.8165 -4.9372 3.4440 0.070 -0.072 -0.154 0.29
H 1.5157 3.8611 -0.6554 0.017 -0.125 0.429 0.40
H 1.2737 -3.6881 0.6823 -0.092 0.029 -0.221 0.23
H 2.5733 -0.4630 -5.0485 -0.555 0.017 -0.114 0.70
H -4.4834 -9.9947 0.4185 -0.012 0.037 0.065 0.22
H 3.1446 6.2651 3.2469 -0.003 -0.034 -0.025 0.23
H -0.7987 10.2630 -4.4314 0.014 0.016 0.037 -0.33
H 0.5699 0.5244 -3.2841 0.007 0.060 -0.284 0.52
H -0.1951 7.9139 -6.2650 0.022 -0.059 0.016 0.41
H 0.3668 8.2157 -4.5984 0.018 -0.161 -0.017 0.16
H 1.5897 12.7035 -0.3514 -0.009 -0.029 0.016 0.27
H 2.3008 -3.0057 -5.5150 -0.261 0.029 -0.150 0.44
H 4.5671 -2.2213 -3.6608 0.115 -0.117 0.221 0.51
H -2.2022 4.6433 1.5180 -0.201 -0.014 -0.197 0.42
H 1.0930 13.7266 -1.7094 0.061 -0.065 -0.107 0.32
H -0.6864 13.3024 0.3398 0.065 -0.021 0.027 0.32
H 5.0029 -4.6365 7.1333 0.022 -0.013 -0.005 0.29
H -2.8155 -6.5682 -0.4396 -0.021 0.000 0.075 0.25
H -0.3842 1.0472 -1.9257 -0.209 0.237 -0.036 0.81
H 0.9153 -1.7342 -1.9721 0.102 -0.103 0.256 -0.68
H -0.1587 4.2458 -3.1153 -0.114 -0.018 -0.234 0.36
H -0.7437 3.8200 2.0855 -0.046 -0.302 0.082 0.21
H -6.6904 -10.8095 -1.5203 -0.014 -0.013 -0.016 0.25
H 3.3716 1.1550 -3.7276 -0.017 0.324 0.087 0.34
H 4.5819 0.0554 -3.1590 0.303 -0.075 -0.066 0.71
H 1.1355 -2.9593 3.5210 -0.252 0.146 -0.036 0.08
H -1.9201 -8.1640 -1.9657 0.061 -0.091 -0.184 0.30
H 2.9076 -1.4087 1.7450 0.513 0.090 0.122 0.35
H 2.4136 6.9769 6.1229 -0.031 0.061 0.025 0.26
H -1.8163 -6.9794 -3.2902 0.028 -0.061 -0.028 0.25
H 0.0325 3.0203 -1.1217 -0.115 -0.231 0.376 0.06
H -5.0289 -10.4108 -1.9433 0.034 -0.028 -0.036 0.10
H 2.2555 4.0643 3.5194 -0.134 -0.014 -0.028 0.15
H -5.8053 -13.0300 -1.6540 -0.047 -0.097 0.102 0.31
H -1.9029 6.0072 -0.4591 -0.179 0.152 0.083 0.58
H -2.1044 -3.5593 4.2939 0.041 0.040 0.026 0.09
H 2.3089 4.1565 5.2894 -0.006 0.022 0.023 0.26
H -3.3663 -6.0769 5.4805 -0.003 -0.002 -0.027 0.30
H 0.6287 6.3749 -1.1441 0.026 0.356 0.081 0.29
H 2.8153 -3.7143 7.3738 -0.162 0.078 -0.057 0.35
H 2.0855 -1.4275 -3.6206 -0.457 0.228 -0.019 -0.01
H -3.6307 -4.4195 6.0138 0.035 0.072 -0.027 0.35
H -1.1040 5.4368 2.6300 0.102 0.306 0.073 0.13
H -3.6997 -4.7928 -2.7545 -0.011 -0.010 -0.033 0.23
H -3.0466 10.3971 -5.2535 -0.085 -0.073 0.059 0.36
H -6.1946 -9.4984 0.4080 0.094 0.071 0.167 0.31
H -0.7137 6.3473 -2.3183 0.170 0.314 -0.144 -0.10
H 0.8152 -1.5324 2.5603 -0.053 0.252 -0.088 0.31
H -4.2254 -12.5393 -1.0221 0.012 0.020 0.018 0.27
```
Positions in Å, forces in eV/Å.